Formula: C14H19N5O2
Source: OMol25
Level of theory: ωB97M-V with the def2-TZVPD basis set

Cartesian coordinates (Å):
C -4.20 -5.41 3.17
C -3.55 -4.47 2.15
C -4.25 -3.11 2.13
O -3.70 -2.24 1.17
C -2.54 -1.59 1.40
C -1.80 -1.65 2.59
C -0.63 -0.91 2.71
C -0.17 -0.13 1.67
C -0.89 -0.07 0.48
C -2.07 -0.79 0.36
H -2.64 -0.73 -0.55
C -0.48 0.76 -0.69
O -1.26 1.26 -1.45
N 0.89 0.90 -0.80
C 1.56 1.61 -1.76
N 2.89 1.63 -1.81
N 3.10 2.42 -2.85
N 2.00 2.85 -3.40
N 1.01 2.36 -2.73
C 4.41 2.79 -3.29
H 4.35 3.02 -4.36
C 4.91 4.02 -2.52
C 4.12 5.27 -2.87
H 3.06 5.11 -2.69
H 4.25 5.52 -3.92
H 4.45 6.11 -2.27
H 5.97 4.17 -2.76
H 4.84 3.81 -1.45
H 5.08 1.94 -3.12
H 1.49 0.39 -0.17
H 0.73 0.45 1.81
H -0.08 -0.95 3.64
H -2.12 -2.25 3.42
H -5.29 -3.23 1.84
H -4.23 -2.65 3.13
H -3.62 -4.91 1.15
H -2.49 -4.35 2.39
H -4.14 -4.99 4.17
H -3.70 -6.37 3.16
H -5.25 -5.56 2.93

## Properties
energy relative to the best compared isomer or geometry (same formula, charge and spin): 1.4135 eV
HOMO energy: -8.78 eV
SMILES: CCCOc1cccc(C(=O)Nc2nnn(CCC)n2)c1
multiplicity: 1
molar mass: 289.34 g/mol